Record 1
C38H63BrF18NO10P2S4 | ωB97M-V/def2-TZVPD

The orbital gap comes out at 8.468 eV. The LUMO energy comes out at -0.0774 hartree. Its charge is +1. The value obtained for the total energy is -243261.343 eV. The strongest force on any atom comes out at 3.1 eV/A.

CARTESIAN COORDINATES (ANGSTROEM)
Br  1.79911  5.50876  -3.32039
S  -5.94753  2.14016  1.33614
S  -0.85936  5.17866  -1.96040
S  5.81709  4.54175  -0.13240
S  2.30651  2.23143  -3.05669
P  4.37466  4.83529  -1.40309
P  -0.16639  -5.66900  1.26334
F  -2.16390  2.66380  2.62934
F  -2.16683  7.26942  -2.31232
F  -7.38137  1.54010  1.15058
F  -0.07724  7.71815  -2.43934
F  -6.57512  3.57556  1.50418
F  -3.04606  1.31313  -0.33150
F  -6.06576  1.88376  2.87478
F  -5.32768  0.70638  1.09188
F  -0.20200  1.08271  1.72097
F  -2.00104  7.92967  -4.64856
F  -3.53244  1.04394  2.95043
F  -4.36070  3.76988  2.61525
F  -3.87356  3.61733  0.52837
F  -1.80589  5.78416  -4.86655
F  -0.05300  7.10214  -5.03477
F  -5.86474  2.39647  -0.22133
F  -0.56680  0.47587  -0.32428
F  -2.54251  -0.19844  1.11944
O  3.13967  2.48349  -1.71898
O  -1.77636  2.72287  -7.26202
O  2.30534  3.26159  3.19854
O  4.85027  4.44176  -2.85843
O  2.98441  2.68880  -4.22162
O  -1.91916  4.35858  -2.48323
O  -0.38172  3.90719  -8.56438
O  -1.13448  5.52424  -0.59130
O  2.02656  0.82717  -3.06601
O  4.06408  6.40355  -1.47523
N  1.75415  5.39830  2.57182
C  -0.12182  -7.91482  4.76141
C  1.57727  5.42204  0.10726
C  0.76163  4.33637  -2.10586
C  1.05361  -7.41541  -2.74686
C  -1.45567  -6.91326  1.07894
C  -1.12334  -4.13870  1.15102
C  -0.92405  1.39172  0.63234
C  0.64028  2.90793  -6.66811
C  0.89479  2.94813  0.01709
C  0.01516  -6.41507  -2.24639
C  1.48890  4.15068  -0.77102
C  1.63722  -6.72174  3.30159
C  3.05601  6.59409  4.27299
C  -2.42944  1.12412  0.84425
C  0.63391  -5.63799  2.87035
C  -0.39738  -2.78900  1.05059
C  -0.59899  -9.83967  -0.76959
C  -0.07443  3.07457  -4.23623
C  0.65613  2.99558  -2.89637
C  2.96463  3.68807  -0.93759
C  0.62816  -5.26050  -1.45185
C  -0.53400  3.22173  -7.56949
C  0.31513  4.03706  4.20719
C  -0.61685  2.76695  0.07004
C  -1.20385  6.87291  -4.39641
C  -3.10848  1.90531  2.01559
C  0.80424  5.50699  1.42831
C  -0.10754  -9.08178  0.46291
C  0.22522  -2.21420  2.32569
C  1.52029  4.18646  3.29931
C  -4.23503  2.89577  1.59743
C  -0.70562  -2.19048  3.53417
C  -1.24858  -8.42539  1.25626
C  1.08410  -5.61078  -0.02625
C  1.76116  6.57494  3.44170
C  1.07269  -8.04687  3.82288
C  -1.00400  6.83557  -2.83933
C  0.31098  2.11373  -5.38442
H  1.29204  2.01512  -0.37082
H  -1.16736  3.47599  0.67524
H  -1.84535  -4.13467  1.97186
H  -0.96675  -7.40743  4.28972
H  -1.73035  -4.25006  0.24657
H  -1.19500  -9.20281  -1.42658
H  -0.00394  4.80082  1.58208
H  5.70011  4.88563  -2.98195
H  1.13994  1.44789  -5.20748
H  -0.47238  -8.90073  5.06409
H  -0.34024  4.89669  4.21017
H  0.69053  3.82522  5.19983
H  1.77755  -4.82760  0.30256
H  4.16311  6.80448  -0.60832
H  0.13546  2.26337  -2.29684
H  1.26854  2.97838  1.03249
H  1.68348  -6.52350  -0.02468
H  1.75833  7.48290  2.85679
H  0.36255  6.49216  1.49029
H  0.64681  -8.34840  0.17170
H  -0.20064  3.14001  3.89170
H  -0.54175  1.49979  -5.64085
H  1.74900  -6.93552  -3.43613
H  1.21300  3.80272  -6.46289
H  -2.19184  -8.91036  0.99881
H  1.28990  2.26642  -7.25553
H  1.15019  -2.73957  2.57845
H  0.57010  -8.23317  -3.27963
H  0.81946  -8.69570  2.98242
H  -0.12429  -5.46959  3.63774
H  2.33524  -6.92499  2.48519
H  1.49256  -4.88188  -1.99916
H  -1.21299  -10.68994  -0.47261
H  -2.07633  3.05399  -6.41278
H  -1.93022  -6.72949  0.11048
H  -1.12804  -2.06682  0.68705
H  -1.10859  2.85950  -4.00163
H  0.40322  -9.79954  1.10742
H  3.80793  5.99391  3.77289
H  -1.60351  -1.60621  3.32423
H  -1.11991  -8.63229  2.31855
H  1.28507  6.27177  -0.50087
H  -0.74286  -6.93558  -1.65597
H  -1.12753  2.76410  -0.88343
H  -0.08811  -4.43613  -1.41355
H  -1.01579  -3.19312  3.83634
H  1.63374  -7.85039  -1.92969
H  1.21541  -4.71242  2.84264
H  3.23671  3.39005  0.06449
H  1.87366  -8.56831  4.34930
H  2.23581  -6.28488  4.10335
H  2.59169  5.63958  0.41237
H  0.53141  -1.19151  2.10715
H  -2.21754  -6.61517  1.80970
H  0.92591  6.58238  4.14283
H  0.24270  -10.22555  -1.34406
H  -0.10702  4.07435  -4.64492
H  0.37631  -2.84176  0.27976
H  -0.20228  -1.73860  4.38819
H  0.14423  -7.36179  5.66394
H  -0.50781  -5.99928  -3.10931
H  2.91731  6.17168  5.26074
H  3.46668  7.59211  4.34487

Record 2
C4H10N2OS2 | ωB97M-V/def2-TZVPD

The orbital gap comes out at 8.493 eV. The LUMO energy comes out at 0.0240 hartree. The value obtained for the total energy is -31005.916 eV. The value obtained for the energy relative to the best compared isomer or geometry (same formula, charge and spin) is 14.7 kJ/mol. The strongest force on any atom comes out at 4.2 eV/A. As for the structure (SMILES): C1=NSCCN1.CSO.

CARTESIAN COORDINATES (ANGSTROEM)
S  -1.03567  0.80628  0.19787
S  -1.02220  -1.94594  1.04398
O  -0.82721  -3.55596  1.41972
N  0.59797  0.71814  0.60299
N  1.47142  1.24590  -1.60447
C  -0.88733  0.91111  -1.63893
C  0.20467  1.77579  -2.06408
C  -0.57462  -1.30105  2.75359
C  1.55496  0.93291  -0.22406
H  0.07339  2.73964  -1.60351
H  2.29397  1.50786  -2.09216
H  -0.43675  -0.25360  2.97466
H  0.26229  1.82095  -3.23525
H  -1.94955  1.30206  -1.94613
H  -0.71186  -0.14355  -2.04552
H  2.48622  0.79930  0.30210
H  -1.50896  -1.40045  3.35152
H  -0.26333  -3.97349  0.82764
H  0.27260  -1.98588  2.98003

Record 3
C9H15NO2 | ωB97M-V/def2-TZVPD

The orbital gap (spin up / spin down) comes out at 8.718 / 7.906 eV. The LUMO energy (spin up / spin down) comes out at 0.0124 / 0.0129 hartree. The value obtained for the total energy is -15154.812 eV. The value obtained for the energy relative to the best compared isomer or geometry (same formula, charge and spin) is 657.2 kJ/mol. The strongest force on any atom comes out at 3.6 eV/A.

CARTESIAN COORDINATES (ANGSTROEM)
O  -0.85485  -1.95977  0.21712
O  2.69283  -0.34974  -0.93728
N  -1.90053  -1.60309  -0.61621
C  1.33723  0.68886  1.76064
C  -2.51981  -0.36270  -0.45962
C  2.17018  -1.04489  0.17293
C  -1.87486  1.01517  -0.27081
C  1.58701  0.01332  -1.72218
C  -0.60404  1.27545  -1.09113
C  0.57067  0.44503  -0.76760
C  -0.33809  -1.01361  1.09534
C  0.87871  -0.10089  0.56915
H  -0.55714  2.40344  -0.92140
H  -1.01982  1.24791  -2.10779
H  1.29199  1.74086  1.61469
H  2.83866  -1.16561  1.00184
H  -3.15405  -0.41815  -1.43574
H  0.10714  -1.61881  1.93307
H  1.96469  0.81876  -2.34185
H  2.40933  0.47545  1.83788
H  1.37184  -0.89524  -2.41254
H  1.65914  -2.02353  -0.03887
H  0.92024  0.42655  2.73959
H  -1.88230  1.07148  0.85427
H  -3.35632  -0.33870  0.27603
H  -2.63993  1.72461  -0.59342
H  -1.09792  -0.45216  1.64389

Record 4
C4H9ClN2 | ωB97M-V/def2-TZVPD

The orbital gap comes out at 10.116 eV. The LUMO energy comes out at 0.0195 hartree. The value obtained for the total energy is -19794.743 eV. The value obtained for the energy relative to the best compared isomer or geometry (same formula, charge and spin) is 114.3 kJ/mol. The strongest force on any atom comes out at 5.2 eV/A. As for the structure (SMILES): CC/C=N/[C@@H](N)Cl.

CARTESIAN COORDINATES (ANGSTROEM)
Cl  1.37096  0.34209  -2.54758
N  0.22886  1.09355  0.11752
N  1.75812  2.58329  -0.92915
C  0.79041  1.65168  -1.04883
C  -0.25754  -0.08355  0.09279
C  -1.15257  -0.83622  1.16192
C  -0.97227  -2.34621  1.16581
H  -0.24556  2.16073  -1.67347
H  2.75089  2.29456  -0.76765
H  -0.25414  -2.69407  1.99200
H  -0.69030  -2.78253  0.24364
H  -1.88386  -2.83716  1.39638
H  -2.17562  -0.70448  0.80964
H  1.84916  3.30610  -1.66538
H  0.08988  -0.79606  -0.60884
H  -1.20643  -0.35174  2.26121

Record 5
C3H7NOS | ωB97M-V/def2-TZVPD

The orbital gap comes out at 9.179 eV. The LUMO energy comes out at 0.0207 hartree. The value obtained for the total energy is -17595.806 eV. The value obtained for the energy relative to the best compared isomer or geometry (same formula, charge and spin) is 204.8 kJ/mol. The strongest force on any atom comes out at 3.9 eV/A. As for the structure (SMILES): CNCC(O)=S.

CARTESIAN COORDINATES (ANGSTROEM)
S  3.12767  -0.05629  0.28291
O  1.01733  1.56946  -0.26859
N  -0.68510  -0.12309  -0.46455
C  -1.41150  0.14652  0.78905
C  1.66017  0.32470  -0.17462
C  0.60259  -0.75275  -0.40898
H  -1.11326  -0.42599  -1.33801
H  0.03868  1.37081  -0.56302
H  -0.53316  0.55309  1.39915
H  0.54880  -1.52354  0.31932
H  -1.74886  -0.84309  1.34133
H  -2.25474  0.92243  0.52547
H  0.75138  -1.16226  -1.43946

Record 6
C56H46F15O6PS | ωB97M-V/def2-TZVPD

The orbital gap comes out at 7.725 eV. The LUMO energy comes out at -0.0514 hartree. The value obtained for the total energy is -131988.044 eV. The strongest force on any atom comes out at 9.3 eV/A.

CARTESIAN COORDINATES (ANGSTROEM)
S  -2.81458  -0.52485  -3.74539
P  -5.51515  0.13035  -3.23507
F  0.80868  1.83892  0.92237
F  7.26175  4.96048  2.27048
F  3.00162  -3.42542  4.10628
F  -4.37402  2.65553  -1.87223
F  7.19516  0.42865  2.69752
F  -3.30840  -2.19420  -5.87262
F  -5.49724  -2.02957  0.05009
F  -1.37132  -1.06475  -5.91729
F  -3.28537  -0.02090  -6.41128
F  -5.50855  2.18576  -0.00531
F  -5.07724  2.33133  5.16837
F  -3.95763  0.72055  -0.66663
F  -4.11680  -7.15649  5.67225
F  -1.18486  -3.94776  -9.58891
F  1.86680  1.27098  -8.48843
O  -6.72721  -0.70424  -3.66838
O  -5.23715  1.19125  -4.54477
O  -1.72136  -1.32968  -3.09131
O  -4.24126  -0.98683  -3.00071
O  -2.49333  0.91893  -3.46253
O  -6.00218  0.94476  -1.81586
C  -1.87001  2.03439  2.61712
C  4.09852  4.13850  1.80324
C  2.86832  -2.09438  7.46928
C  1.93611  3.94936  -11.60147
C  8.98933  2.46485  4.23988
C  -0.10502  -3.19533  -9.32167
C  -2.73089  -0.96340  -5.55670
C  -5.07279  -5.24672  6.66477
C  8.95582  3.06403  5.49538
C  8.41187  3.10542  3.14951
C  2.52263  -3.07174  5.30902
C  1.88946  2.14714  -9.50572
C  3.03404  2.45437  0.44853
C  0.69843  -2.95646  6.85942
C  -4.02862  2.23455  4.33416
C  3.85206  -0.94974  2.49103
C  6.42915  -1.50695  1.59116
C  -8.38210  -2.05630  2.24138
C  -9.36090  -1.57497  1.37498
C  1.82424  3.49103  2.26255
C  -4.94153  1.59624  -1.15669
C  5.37853  -2.35727  1.26204
C  -7.07579  -2.21512  1.79163
C  1.53610  -2.34178  7.78644
C  1.47229  1.73920  -10.76232
C  -1.66185  2.30757  3.96591
C  1.03789  -3.34964  -10.08884
C  1.19308  -3.31880  5.61130
C  6.18023  -0.39198  2.37422
C  8.34875  4.30619  5.66224
C  -2.74724  2.41399  4.82905
C  1.88503  2.59204  1.20999
C  2.15443  -2.56649  -9.81476
C  4.09143  -2.07702  1.70952
C  -4.26586  -3.74935  4.45838
C  7.81648  4.34220  3.32634
C  -4.94782  -3.13780  5.50731
C  4.14558  3.23613  0.74376
C  2.94016  4.26453  2.56374
C  -4.24861  1.95723  2.99447
C  -4.38852  -5.84332  5.61817
C  -7.72491  -1.39574  -0.38352
C  2.32888  3.44134  -9.27982
C  0.96508  -1.50362  -8.00300
C  7.77978  4.95169  4.57003
C  -5.34876  -3.88489  6.61071
C  2.11819  -1.64629  -8.77053
C  2.35725  4.34561  -10.33582
C  3.36680  -2.46622  6.22548
C  -3.97979  -5.10911  4.51649
C  -0.15473  -2.27867  -8.28363
C  -9.03338  -1.24702  0.06249
C  -6.76189  -1.88102  0.48475
C  4.90330  -0.10510  2.83017
C  -3.16313  1.86193  2.12978
C  1.49077  2.64745  -11.81517
H  -7.44899  -1.13792  -1.39861
H  -0.65394  2.43747  4.34535
H  -0.33842  -3.15201  7.10939
H  -2.60427  2.63476  5.88022
H  -6.30241  -2.59588  2.44866
H  9.46500  1.49920  4.11057
H  0.55436  -3.79064  4.87395
H  1.13679  0.71933  -10.91089
H  0.91079  3.58192  2.83856
H  8.42068  2.65010  2.16686
H  -5.26155  1.81789  2.63528
H  1.14811  -2.05551  8.75832
H  4.96734  4.74375  2.03539
H  2.70764  5.35862  -10.17174
H  -3.44307  -5.60076  3.71379
H  -5.16670  -2.07585  5.46298
H  2.90636  4.96456  3.39131
H  3.51846  -1.61189  8.19072
H  3.27152  -2.73760  1.44938
H  1.95424  4.65589  -12.42457
H  -5.87612  -3.40655  7.42864
H  -9.79666  -0.87588  -0.61246
H  -8.63756  -2.30754  3.26479
H  1.05019  -4.07670  -10.89224
H  0.93927  -0.78967  -7.18766
H  3.05472  1.74063  -0.36659
H  5.04799  3.14189  0.14999
H  8.31960  4.76992  6.64194
H  1.15933  2.34134  -12.80110
H  -1.02386  1.95532  1.94306
H  2.64473  3.73482  -8.28577
H  4.40351  -2.28934  5.96438
H  -10.38072  -1.45538  1.72526
H  2.99082  -1.03951  -8.55554
H  -1.06108  -2.17600  -7.70504
H  7.43638  -1.70467  1.24385
H  -5.38507  -5.84565  7.51191
H  -3.95742  -3.16623  3.59741
H  9.40292  2.56267  6.34732
H  5.56405  -3.23776  0.65683
H  2.84745  -0.73053  2.83569
H  4.73772  0.77272  3.44414
H  -3.32384  1.65313  1.07921
H  7.30945  5.92198  4.67826
H  -4.96594  2.07751  -4.21421
H  3.05198  -2.67352  -10.41380

Record 7
CH4NS2 | ωB97M-V/def2-TZVPD

The orbital gap comes out at 6.986 eV. The LUMO energy comes out at -0.2871 hartree. Its charge is +1. The value obtained for the total energy is -24252.669 eV. The value obtained for the energy relative to the best compared isomer or geometry (same formula, charge and spin) is 127.6 kJ/mol. The strongest force on any atom comes out at 2.7 eV/A.

CARTESIAN COORDINATES (ANGSTROEM)
S  2.87075  -1.21580  0.01187
S  2.61705  1.14553  0.02654
N  -1.60689  0.05769  -0.00547
C  1.61294  -0.18005  -0.10776
H  -2.19895  -0.72450  -0.10369
H  -1.96415  0.72945  -0.62127
H  -1.77154  0.36179  0.97743
H  0.44079  -0.17411  -0.17765

Record 8
C5H7NO | ωB97M-V/def2-TZVPD

The orbital gap (spin up / spin down) comes out at 7.061 / 6.446 eV. The LUMO energy (spin up / spin down) comes out at 0.0228 / 0.0180 hartree. The value obtained for the total energy is -8830.291 eV. The value obtained for the energy relative to the best compared isomer or geometry (same formula, charge and spin) is 570.4 kJ/mol. The strongest force on any atom comes out at 3.3 eV/A.

CARTESIAN COORDINATES (ANGSTROEM)
O  -2.24903  -0.40226  -1.06479
N  0.48710  -0.90671  0.84796
C  1.71897  0.72851  -0.62787
C  -0.87448  -1.11562  0.90156
C  -0.75602  1.04539  0.26583
C  -1.26811  -0.16737  -0.15880
C  0.48641  0.24093  0.05363
H  2.52163  0.89751  0.09786
H  -2.52641  -1.32841  -0.98088
H  1.17738  -1.18629  1.53093
H  1.54642  1.68867  -1.11772
H  -0.96526  2.02027  -0.15967
H  2.09462  0.00234  -1.35534
H  -1.39322  -1.51695  1.76729